Density functional theory data (ωB97M-V/def2-TZVPD) for one molecule with the formula C3H2N2S2.

CARTESIAN COORDINATES (ANGSTROEM)
C (0.0824, -0.5999, -0.3705)
C (-0.3238, -0.2742, 0.9130)
C (-0.4701, -2.7057, 0.2134)
N (0.2508, -2.0201, -0.5466)
N (-0.8631, -1.1038, 1.8183)
S (-0.6120, -4.3060, 0.9506)
S (-1.7442, -2.3560, 1.2971)
H (0.6821, 0.1077, -0.8705)
H (0.0550, 0.6244, 1.4633)

DFT total energy (eV): -27789.6938
Energy above the lowest of the compared OMol25 structures with the same formula, charge and spin (kJ/mol): 334.2
Kohn-Sham gap (spin up / spin down) (eV): 6.5 / 6.4
Strongest force on any atom (eV/A): 3.08

---

Density functional theory data (ωB97M-V/def2-TZVPD) for C45H51ClCrFN7OSe as an isolated structure.

CARTESIAN COORDINATES (ANGSTROEM)
Cr (1.0709, -1.1528, -0.0851)
C (3.5248, -2.8967, 0.3621)
N (3.1845, -1.5345, -0.0419)
C (3.9617, -0.4219, 0.4933)
C (3.1056, 0.8933, 0.3616)
N (1.8663, 0.6351, -0.3580)
C (1.9048, 1.3946, -1.4942)
C (0.9802, 1.5226, -2.5229)
C (1.2555, 2.3880, -3.5741)
C (2.4248, 3.1249, -3.6143)
C (3.3653, 3.0144, -2.5938)
C (3.0953, 2.1576, -1.5580)
N (3.8728, 1.8012, -0.4718)
C (2.2513, -3.6824, 0.4374)
N (1.0996, -3.2527, -0.0799)
C (0.1870, -4.2553, 0.1222)
C (-1.1470, -4.3532, -0.2684)
C (-1.8341, -5.4964, 0.0991)
C (-1.2305, -6.5155, 0.8237)
C (0.1118, -6.4516, 1.1900)
C (0.8063, -5.3152, 0.8179)
N (2.1189, -4.9343, 0.9833)
H (4.0324, -2.8893, 1.3344)
H (4.2118, -3.3741, -0.3596)
H (3.2442, -1.4732, -1.0580)
H (4.9016, -0.2826, -0.0616)
H (4.2202, -0.5990, 1.5376)
H (0.0466, 0.9811, -2.4913)
H (0.5355, 2.4946, -4.3728)
H (2.6169, 3.8008, -4.4345)
H (4.2814, 3.5844, -2.6188)
H (4.5141, 2.4490, -0.0470)
H (-1.6180, -3.5573, -0.8296)
H (-2.8718, -5.5906, -0.1848)
H (-1.8163, -7.3781, 1.1033)
H (0.5910, -7.2471, 1.7387)
H (2.8237, -5.4259, 1.5047)
Cl (6.5305, 5.3728, 4.3518)
C (5.4783, 4.2298, 3.5867)
C (5.3233, 2.9663, 4.1311)
C (4.4790, 2.0573, 3.5200)
C (3.7423, 2.4040, 2.3921)
C (2.7439, 1.4746, 1.7737)
C (3.8987, 3.6920, 1.8788)
C (4.7782, 4.5947, 2.4499)
H (5.8501, 2.7033, 5.0345)
H (4.3793, 1.0724, 3.9525)
H (1.8090, 2.0251, 1.6465)
H (2.5348, 0.6429, 2.4445)
H (3.3107, 4.0010, 1.0275)
H (4.9121, 5.5831, 2.0405)
C (-4.0617, 2.4270, 2.5830)
C (-3.3877, 1.1521, 2.0881)
C (-1.8751, 1.2830, 1.9118)
C (-1.4330, 2.1636, 0.7324)
N (-2.1583, 1.9203, -0.4862)
C (-1.9147, 0.8778, -1.3504)
Se (-1.3348, -0.8638, -0.8143)
N (-2.7293, 1.0557, -2.4484)
C (-2.6692, 0.2963, -3.6661)
C (-3.3957, -1.0516, -3.6336)
C (-4.8661, -0.9775, -3.2297)
C (-5.0680, -0.7311, -1.7371)
C (-3.4408, 2.2168, -2.2955)
C (-4.3676, 2.8398, -3.1165)
C (-4.9057, 4.0477, -2.6820)
C (-4.5105, 4.6196, -1.4869)
C (-3.5772, 4.0023, -0.6577)
C (-3.0641, 2.7760, -1.0595)
H (-5.1172, 2.2480, 2.7777)
H (-3.9943, 3.2202, 1.8450)
H (-3.5956, 2.7680, 3.5060)
H (-3.8314, 0.8386, 1.1401)
H (-3.5727, 0.3542, 2.8111)
H (-1.4559, 0.2860, 1.7724)
H (-1.4300, 1.6979, 2.8184)
H (-0.3708, 1.9648, 0.5407)
H (-1.5569, 3.2201, 0.9784)
H (-1.6146, 0.1150, -3.9077)
H (-3.0958, 0.9248, -4.4515)
H (-2.8807, -1.7206, -2.9408)
H (-3.3190, -1.4706, -4.6392)
H (-5.3265, -1.9341, -3.4860)
H (-5.3704, -0.2022, -3.8109)
H (-4.3408, -1.3018, -1.1597)
H (-6.0667, -1.0382, -1.4367)
H (-4.9547, 0.3188, -1.4852)
H (-4.6621, 2.4192, -4.0636)
H (-5.6349, 4.5465, -3.3007)
H (-4.9237, 5.5710, -1.1891)
H (-3.2555, 4.4846, 0.2499)
C (1.7419, -2.7318, -3.2815)
O (1.3998, -1.5526, -2.5808)
H (1.2954, -2.7397, -4.2784)
H (1.4141, -3.6175, -2.7290)
H (2.8272, -2.7527, -3.3861)
H (0.4469, -1.3976, -2.7001)
F (0.0066, -3.3509, 5.6505)
C (0.2292, -2.7877, 4.4346)
C (-0.8108, -2.6613, 3.5396)
C (-0.5695, -2.0672, 2.3132)
C (0.6848, -1.5911, 1.9187)
C (1.6966, -1.7708, 2.8649)
C (1.4943, -2.3548, 4.1058)
H (-1.7907, -3.0267, 3.8007)
H (-1.4127, -2.0094, 1.6362)
H (2.7086, -1.4638, 2.6468)
H (2.3091, -2.4699, 4.8060)

Spin multiplicity: 5
DFT total energy (eV): -168979.1385
Energy above the lowest of the compared OMol25 structures with the same formula, charge and spin (kJ/mol): 162.2
Expectation value of S²: 6.10
Kohn-Sham gap (spin up / spin down) (eV): 3.9 / 6.2
Strongest force on any atom (eV/A): 1.91

---

Density functional theory data (ωB97M-V/def2-TZVPD) for a 14-piece molecular cluster, C4H37N2O13 overall.

CARTESIAN COORDINATES (ANGSTROEM)
C (0.3919, 0.4564, 5.7648)
C (0.1798, 0.3796, 4.2395)
C (-0.0127, 1.7349, 3.5971)
N (-0.6042, 1.5631, 2.2595)
C (-0.0547, 1.9887, 1.1572)
N (-0.6858, 1.6975, 0.0024)
H (0.3159, -0.5350, 6.1928)
H (1.2420, 1.0731, 6.0654)
H (-0.3834, 1.0843, 6.2284)
H (1.1577, 0.0493, 3.8707)
H (-0.4914, -0.4548, 4.0511)
H (-0.6531, 2.4086, 4.1716)
H (0.9336, 2.2507, 3.4756)
H (-1.6436, 1.4707, 2.2516)
H (0.9358, 2.3988, 1.0341)
H (-0.2622, 2.1323, -0.8120)
H (-1.6841, 1.5238, 0.0454)
H (3.5433, -3.7265, -3.3977)
H (2.0218, -3.4864, -3.5291)
O (2.8216, -3.1639, -3.1074)
H (2.0250, 1.8336, -1.9619)
H (1.8189, 3.3270, -2.2769)
O (1.4798, 2.5942, -1.7277)
H (2.1077, 0.2009, -4.1006)
H (1.5357, 1.3982, -4.3535)
O (2.3650, 1.1289, -3.9170)
H (-1.2332, -1.4501, 0.2492)
H (-2.1044, -2.6542, 0.0434)
O (-2.1155, -1.6944, -0.0301)
H (3.6466, -1.3544, -2.1719)
H (4.5451, -0.1877, -2.1669)
O (3.9452, -0.6572, -1.5657)
H (1.0507, 0.1088, 0.0468)
H (2.6229, 0.5704, -0.0166)
O (1.8693, 0.2882, 0.5070)
H (0.4489, -3.8875, -0.2442)
H (0.6659, -2.3212, 0.0586)
O (0.1783, -3.1210, 0.2587)
H (-3.1354, -0.0243, 1.5499)
H (-3.8673, 1.3548, 1.4818)
O (-3.0098, 0.9226, 1.4305)
H (-0.4004, -2.9801, 2.0232)
H (0.7783, -2.9520, 2.9553)
O (-0.1217, -2.6028, 2.8789)
H (-4.2091, -2.4983, -1.7945)
H (-3.1932, -1.4753, -1.5600)
O (-3.9574, -1.6392, -2.1646)
H (-4.6352, -0.5613, -0.7495)
H (-5.2850, -0.9837, 0.5971)
O (-4.8695, -0.2451, 0.1403)
H (-1.8365, -1.8694, -4.2336)
H (-0.7825, -2.8707, -4.3051)
O (-1.2836, -2.3884, -3.6333)
H (3.8234, 4.2628, -2.9667)
H (3.3987, 5.3953, -1.9435)
O (3.0990, 4.6605, -2.4813)

Total charge: +1
DFT total energy (eV): -34340.9492
Energy above the lowest of the compared OMol25 structures with the same formula, charge and spin (kJ/mol): 129.1
Kohn-Sham gap (eV): 10.5
Strongest force on any atom (eV/A): 2.41

---

Density functional theory data (ωB97M-V/def2-TZVPD) for C32H37N4P2ReSSe as an isolated structure.

CARTESIAN COORDINATES (ANGSTROEM)
Re (1.0118, 0.0180, 1.8900)
C (1.6468, 3.0924, 1.5646)
C (0.1955, 2.9234, 1.1581)
N (-0.4031, 1.6980, 1.7636)
C (-1.0381, 1.8939, 3.1039)
C (-0.0463, 2.0835, 4.2348)
S (1.2567, 0.7922, 4.2296)
C (2.8049, 1.7555, 4.0645)
C (3.3867, 1.6986, 2.6577)
N (2.3261, 1.7663, 1.6078)
H (1.7274, 3.5601, 2.5426)
H (2.1507, 3.7487, 0.8560)
H (0.1284, 2.8143, 0.0761)
H (-0.3771, 3.8060, 1.4469)
H (-1.1563, 1.4065, 1.1482)
H (-1.6419, 1.0056, 3.2893)
H (-1.7058, 2.7572, 3.0808)
H (-0.5762, 1.9905, 5.1803)
H (0.4385, 3.0575, 4.2233)
H (3.5156, 1.3234, 4.7668)
H (2.5957, 2.7678, 4.4058)
H (3.9263, 0.7639, 2.5089)
H (4.1029, 2.5145, 2.5368)
H (2.7973, 1.6428, 0.7126)
C (-0.6917, -2.5939, -1.5230)
N (-0.5377, -1.1837, -1.0517)
P (-1.8955, -0.2148, -1.0618)
C (-2.9330, -0.6689, -2.4231)
C (-4.1011, -1.4241, -2.2118)
C (-4.8608, -1.8081, -3.2998)
C (-4.4983, -1.4075, -4.5843)
C (-3.3562, -0.6370, -4.7941)
C (-2.5745, -0.2625, -3.7202)
C (-2.8135, -0.4105, 0.4471)
C (-3.9702, 0.3778, 0.5934)
C (-4.8101, 0.1525, 1.6695)
C (-4.4799, -0.8195, 2.6125)
C (-3.3043, -1.5618, 2.4926)
C (-2.4538, -1.3511, 1.4215)
P (0.9869, -0.5793, -0.4757)
C (2.1689, -1.8523, -0.9353)
C (2.4153, -2.1068, -2.2895)
C (3.3839, -3.0241, -2.6513)
C (4.1191, -3.6853, -1.6698)
C (3.8850, -3.4335, -0.3267)
C (2.9108, -2.5150, 0.0427)
C (1.5096, 0.8164, -1.5335)
C (2.8834, 1.0992, -1.5089)
C (3.3983, 2.1617, -2.2374)
C (2.5529, 2.9499, -3.0113)
C (1.1955, 2.6699, -3.0552)
C (0.6777, 1.6111, -2.3149)
H (-0.5895, -2.6752, -2.6043)
H (-1.6740, -2.9634, -1.2338)
H (0.0669, -3.2106, -1.0505)
H (-4.3939, -1.7280, -1.2153)
H (-5.7406, -2.4198, -3.1482)
H (-5.1171, -1.6894, -5.4271)
H (-3.0917, -0.3187, -5.7941)
H (-1.6956, 0.3469, -3.8905)
H (-4.2254, 1.1290, -0.1484)
H (-5.7183, 0.7315, 1.7765)
H (-5.1462, -1.0038, 3.4469)
H (-3.0580, -2.3126, 3.2330)
H (-1.5519, -1.9397, 1.3117)
H (1.8572, -1.5790, -3.0564)
H (3.5761, -3.2232, -3.6979)
H (4.8808, -4.3986, -1.9590)
H (4.4586, -3.9531, 0.4293)
H (2.7303, -2.3179, 1.0904)
H (3.5618, 0.4478, -0.9620)
H (4.4626, 2.3626, -2.2230)
H (2.9562, 3.7672, -3.5964)
H (0.5389, 3.2709, -3.6714)
H (-0.3845, 1.4139, -2.3676)
Se (0.3097, -4.3531, 3.6790)
C (0.4934, -2.8292, 2.9784)
N (0.6209, -1.7342, 2.4517)

Spin multiplicity: 4
Total charge: +3
DFT total energy (eV): -136609.2534
Energy above the lowest of the compared OMol25 structures with the same formula, charge and spin (kJ/mol): 192.1
Expectation value of S²: 3.79
Kohn-Sham gap (spin up / spin down) (eV): 7.0 / 5.7
Strongest force on any atom (eV/A): 0.99

---

Density functional theory data (ωB97M-V/def2-TZVPD) for a 2-piece molecular cluster, CH3FIP overall.

CARTESIAN COORDINATES (ANGSTROEM)
C (-0.6186, 0.1687, 1.3471)
F (0.5069, -0.9124, -2.4311)
P (1.4814, -0.1409, -1.3751)
I (-0.9799, -1.6971, 0.7874)
H (0.2412, 0.4306, 2.0643)
H (-1.3797, 0.9283, 1.2194)
H (0.7488, 1.2228, -1.6119)

DFT total energy (eV): -21189.3036
Energy above the lowest of the compared OMol25 structures with the same formula, charge and spin (kJ/mol): 320.8
Kohn-Sham gap (spin up / spin down) (eV): 7.3 / 7.9
Strongest force on any atom (eV/A): 2.94

---

Density functional theory data (ωB97M-V/def2-TZVPD) for a 2-piece molecular cluster, C8H14NO overall.

CARTESIAN COORDINATES (ANGSTROEM)
C (0.2493, 1.1025, 2.0360)
C (-0.6913, 0.0110, -2.6060)
C (-0.1836, 1.1269, 0.7429)
C (-0.5719, 0.6614, -1.4887)
C (2.0392, -0.0364, -1.1186)
C (2.7761, -0.0299, 0.1147)
C (-1.9781, -1.1206, 0.3639)
C (-0.4556, -1.1480, 0.1929)
N (-0.1390, 0.1883, -0.2935)
O (1.7696, -0.0411, -2.2327)
H (0.1858, 1.9810, 2.7261)
H (0.6864, 0.2113, 2.4291)
H (-0.9152, 0.6474, -3.4326)
H (-0.8853, -0.9988, -2.8253)
H (-0.5416, 2.0031, 0.3430)
H (-0.5853, 1.7265, -1.5816)
H (3.2856, 0.9235, 0.1802)
H (2.1955, -0.3462, 1.0075)
H (3.4870, -0.8038, -0.1064)
H (-2.2235, -2.1810, 0.6207)
H (-2.3610, -0.4910, 1.1730)
H (-2.5409, -0.8329, -0.5290)
H (-0.3973, -1.7625, -0.6707)
H (0.1372, -1.3925, 1.0888)

Total charge: +1
DFT total energy (eV): -12050.2012
Energy above the lowest of the compared OMol25 structures with the same formula, charge and spin (kJ/mol): 394.2
Kohn-Sham gap (eV): 8.2
Strongest force on any atom (eV/A): 3.03

---

Density functional theory data (ωB97M-V/def2-TZVPD) for one molecule with the formula C2H3N3S.

CARTESIAN COORDINATES (ANGSTROEM)
C (0.2584, -1.2739, 0.2424)
C (-1.2591, -0.4096, 1.3839)
H (1.2178, 2.3052, -0.3551)
H (0.9381, -1.7138, -0.3518)
H (-2.1179, -0.3574, 2.0331)
N (0.1265, -0.0359, -0.2434)
N (-0.5430, -1.5345, 1.2560)
N (-0.9245, 0.4745, 0.4705)
S (0.9596, 1.0961, -1.3416)

DFT total energy (eV): -17425.6637
Energy above the lowest of the compared OMol25 structures with the same formula, charge and spin (kJ/mol): 205.8
SMILES: Sn1cncn1
Kohn-Sham gap (eV): 9.9
Strongest force on any atom (eV/A): 4.14